Entry 1:
# C28H27N3PtSSi

C28H27N3PtSSi as an isolated structure in a non-equilibrium geometry (wB97M-V/def2-TZVPD, the Open Molecules 2025 dataset).

Output
**Orbital gap (spin up / spin down)**: 5.332 / 2.871 eV
**Multiplicity**: 5
**Net charge**: +2
**Energy relative to the best compared isomer or geometry (same formula, charge and spin)**: 92.38 kJ/mol
**Calculated total energy**: -55881.7500 eV

Last column: Löwdin charge in e.
Element x y z (Å)
C: 0.96169 1.65727 0.69573  -0.02
C: 1.11336 2.66484 -0.23524  0.02
C: -0.17860 2.97732 -0.82115  0.00
H: 2.04687 3.14669 -0.50626  0.13
C: -1.13544 2.16305 -0.26326  0.00
C: -0.49241 1.22453 0.72159  -0.41
H: -0.99717 1.21883 1.69216  0.10
H: 1.69833 1.25627 1.38714  0.12
H: -0.32746 3.78302 -1.53299  0.13
H: -2.19073 2.09688 -0.51295  0.13
Pt: -0.53028 -0.69856 0.09691  1.29
C: -0.19016 -0.57865 -1.90726  -0.25
H: -1.08444 -0.45421 -2.51748  0.00
H: 0.38485 -1.47770 -2.13647  0.01
H: 0.44415 0.27444 -2.14097  0.03
Si: -0.36314 -1.60655 -5.12720  0.76
C: 1.24651 -1.55888 -6.08056  -0.35
C: 2.03146 -0.38853 -5.96355  -0.12
H: 1.67567 0.44567 -5.34330  0.10
C: 3.27995 -0.31479 -6.59240  -0.08
H: 3.86790 0.60458 -6.49969  0.11
C: 3.77417 -1.42791 -7.29397  -0.07
H: 4.76192 -1.36434 -7.76473  0.11
C: 3.02173 -2.61101 -7.35387  -0.07
H: 3.43730 -3.48165 -7.86654  0.11
C: 1.77141 -2.69340 -6.72090  -0.10
H: 1.22193 -3.64005 -6.69556  0.10
C: -1.54956 -0.43651 -5.96950  -0.32
C: -1.28666 0.04851 -7.26671  -0.08
H: -0.44082 -0.35850 -7.83125  0.11
C: -2.03691 1.11321 -7.77336  -0.06
H: -1.77506 1.52282 -8.74574  0.11
C: -3.06824 1.67051 -7.01332  -0.07
H: -3.62191 2.52402 -7.40424  0.11
C: -3.34638 1.17356 -5.73737  -0.09
H: -4.11566 1.64239 -5.12730  0.10
C: -2.60975 0.10490 -5.21590  -0.13
H: -2.80014 -0.26324 -4.20183  0.08
H: 0.23372 -1.11337 -3.85604  -0.04
H: -0.97017 -2.91564 -4.59383  -0.01
N: -0.00125 -3.29906 3.27694  0.18
C: 0.47213 -2.20050 4.00082  -0.13
C: 0.73095 -2.06265 5.35757  0.04
C: 0.94391 -0.75596 5.85957  0.01
C: 0.86082 0.36982 5.01657  0.00
C: 0.59391 0.20318 3.64109  0.01
C: 0.39302 -1.09223 3.13339  -0.12
N: -0.15571 -1.56763 1.92339  -0.03
C: -0.37991 -2.88759 2.02621  -0.25
C: -0.98463 -3.51783 0.88866  -0.29
C: -1.46952 -4.77313 0.56565  -0.28
S: -2.19054 -4.75156 -1.02431  1.12
C: -1.82224 -3.10925 -1.21975  -0.39
N: -1.15834 -2.60212 -0.15284  -0.20
H: 0.01641 -4.25322 3.60280  0.18
H: 0.80205 -2.95636 5.98743  0.14
H: 1.16766 -0.61360 6.92198  0.14
H: 0.98464 1.38087 5.44010  0.14
H: 0.50524 1.07413 2.98862  0.08
H: -1.36561 -5.65771 1.18871  0.09
H: -2.02355 -2.53417 -2.12174  0.08

Entry 2:
# C28H27N4PPt

C28H27N4PPt as an isolated structure in a non-equilibrium geometry (wB97M-V/def2-TZVPD, the Open Molecules 2025 dataset).

Output
**Orbital gap (spin up / spin down)**: 6.067 / 6.872 eV
**Multiplicity**: 3
**Energy relative to the best compared isomer or geometry (same formula, charge and spin)**: 12.39 kJ/mol
**Calculated total energy**: -47968.4482 eV

Last column: Löwdin charge in e.
Element x y z (Å)
Pt: -1.37351 1.04066 1.07994  0.69
N: -1.03661 -1.22907 2.81778  0.07
C: -0.34277 -2.19585 2.15824  -0.34
C: -0.31688 -3.48216 2.71535  -0.05
C: 0.31145 -4.53116 2.08918  -0.09
C: 0.98582 -4.32312 0.89557  -0.10
C: 0.97898 -3.06474 0.32898  -0.09
C: 0.30283 -1.99652 0.91884  -0.29
P: 0.24437 -0.39569 0.02187  0.97
C: 1.94632 0.22425 0.13232  -0.37
C: 2.37976 1.16935 -0.79580  -0.12
C: 3.68054 1.63063 -0.75836  -0.08
C: 4.54713 1.18435 0.22701  -0.08
C: 4.09631 0.30529 1.19610  -0.08
C: 2.79776 -0.16722 1.15809  -0.08
C: 0.14962 -0.96169 -1.72036  -0.35
C: -1.14060 -1.14666 -2.20985  -0.10
C: -1.35843 -1.55206 -3.51008  -0.08
C: -0.28052 -1.77820 -4.35038  -0.09
C: 1.00697 -1.58620 -3.87604  -0.08
C: 1.22922 -1.17930 -2.57284  -0.09
H: -0.90990 -0.24093 2.54615  -0.04
H: -1.24915 -1.40873 3.78608  0.10
H: -0.82559 -3.63540 3.65609  0.11
H: 0.26948 -5.51465 2.53120  0.10
H: 1.50484 -5.14008 0.41724  0.10
H: 1.51190 -2.90827 -0.59789  0.10
H: 1.69445 1.52516 -1.55309  0.11
H: 4.02633 2.33057 -1.50376  0.10
H: 5.56892 1.53336 0.24682  0.10
H: 4.76288 -0.02997 1.97649  0.10
H: 2.44029 -0.85373 1.91186  0.11
H: -1.97139 -0.95718 -1.54643  0.06
H: -2.36704 -1.68304 -3.87167  0.10
H: -0.44886 -2.10470 -5.36663  0.10
H: 1.84450 -1.75739 -4.53480  0.10
H: 2.24072 -1.03071 -2.22125  0.11
C: -5.60586 0.14826 -2.44509  -0.02
N: -4.77658 0.02684 -1.27989  -0.13
C: -4.56631 -1.10807 -0.54960  -0.06
C: -3.66642 -0.78754 0.42204  -0.16
N: -3.32169 0.52480 0.28927  -0.14
C: -4.00311 0.99023 -0.73190  -0.15
H: -6.06883 -0.81455 -2.65747  0.09
H: -5.00521 0.45232 -3.30672  0.10
H: -6.39097 0.89077 -2.28718  0.10
H: -5.05360 -2.03338 -0.78300  0.12
H: -3.23639 -1.40820 1.18494  0.09
H: -3.95622 2.00078 -1.08695  0.14
N: -0.27974 2.01993 2.34736  -0.12
C: 0.62484 2.91320 2.05293  -0.48
C: 1.67456 3.21205 2.96184  -0.05
C: 2.58581 4.19792 2.68676  -0.11
C: 2.49699 4.94957 1.52145  -0.11
C: 1.50098 4.65538 0.59547  -0.12
C: 0.59747 3.65238 0.83236  -0.08
H: 1.74338 2.62978 3.86836  0.10
H: 3.37852 4.39678 3.39466  0.10
H: 3.18885 5.75823 1.34153  0.09
H: 1.43595 5.22954 -0.31960  0.10
H: -0.19658 3.41380 0.12646  0.07

Entry 3:
# C28H27N5O2Pb

C28H27N5O2Pb as an isolated structure (wB97M-V/def2-TZVPD, the Open Molecules 2025 dataset).

Output
**Orbital gap**: 7.691 eV
**Multiplicity**: 1
**Net charge**: +2
**Calculated total energy**: -46255.2835 eV

Last column: Löwdin charge in e.
Element x y z (Å)
Pb: -0.11617 -1.32220 -0.49924  1.44
C: -4.59544 -1.74043 1.21912  -0.02
O: -3.63782 -1.66071 2.30655  0.07
C: -2.44360 -1.64112 1.76164  -0.35
N: -2.35024 -1.75363 0.48984  0.01
C: -3.72932 -1.93870 -0.04646  -0.20
C: -4.04835 -1.03083 -1.22226  -0.21
C: -5.19805 -0.25470 -1.27160  -0.03
C: -5.45785 0.55358 -2.37259  -0.05
C: -4.56581 0.60933 -3.42978  -0.06
C: -3.44025 -0.20306 -3.41561  -0.06
C: -3.20239 -1.03023 -2.33069  -0.09
C: -1.25197 -1.50402 2.61803  -0.16
C: -1.30042 -1.54321 4.00353  0.07
C: -0.10775 -1.45076 4.70586  0.03
C: 1.08598 -1.32692 4.01042  0.07
C: 1.03596 -1.29105 2.62396  -0.16
N: -0.10769 -1.37501 1.94939  0.06
C: 2.25111 -1.23221 1.79165  -0.33
N: 2.21804 -1.33400 0.51567  0.03
C: 3.63033 -1.43286 0.04938  -0.20
C: 4.42270 -1.11938 1.34294  -0.04
O: 3.41982 -1.13162 2.38724  0.07
C: 4.01108 -0.57602 -1.14427  -0.19
C: 5.29089 -0.03665 -1.22871  -0.03
C: 5.67503 0.70522 -2.33723  -0.04
C: 4.78801 0.92068 -3.38012  -0.06
C: 3.52446 0.35288 -3.32983  -0.06
C: 3.14881 -0.40018 -2.22521  -0.08
H: -5.16410 -0.81293 1.21887  0.12
H: -5.26119 -2.57394 1.42101  0.15
H: -3.80920 -2.97086 -0.40089  0.16
H: -5.91450 -0.26975 -0.45996  0.11
H: -6.37071 1.13309 -2.40456  0.12
H: -4.75421 1.26152 -4.27152  0.12
H: -2.77489 -0.22760 -4.26908  0.11
H: -2.39218 -1.74512 -2.38599  0.07
H: -2.25015 -1.64576 4.51001  0.14
H: -0.10717 -1.48372 5.78687  0.14
H: 2.03826 -1.25983 4.51716  0.14
H: 3.79668 -2.47573 -0.24121  0.17
H: 4.88050 -0.13101 1.32816  0.13
H: 5.17083 -1.86498 1.59405  0.15
H: 6.00722 -0.20521 -0.43382  0.12
H: 6.67923 1.10421 -2.38881  0.12
H: 5.08612 1.50396 -4.24065  0.12
H: 2.83759 0.47377 -4.15753  0.12
H: 2.19620 -0.90988 -2.24620  0.05
C: 2.19020 3.86697 0.08085  0.01
C: 1.02223 2.94901 0.13162  -0.26
C: -0.27396 3.12631 0.58078  0.05
C: -0.93127 1.91271 0.37035  -0.31
N: -0.08405 1.02810 -0.17733  -0.10
N: 1.10021 1.68206 -0.29920  0.05
C: -2.35703 1.59039 0.65637  0.01
H: 1.86337 4.89889 -0.02065  0.10
H: 2.83531 3.62393 -0.76409  0.09
H: 2.77463 3.79021 0.99882  0.10
H: -0.69658 4.02735 0.99188  0.13
H: 1.88071 1.24769 -0.77464  0.13
H: -2.95376 2.49862 0.62034  0.10
H: -2.46534 1.16561 1.65826  0.09
H: -2.74808 0.87975 -0.07089  0.06

Entry 4:
# C28H28AsCeN6O4

C28H28AsCeN6O4 as an isolated structure in a non-equilibrium geometry (wB97M-V/def2-TZVPD, the Open Molecules 2025 dataset).

Output
**Orbital gap (spin up / spin down)**: 3.536 / 3.491 eV
**Multiplicity**: 1
**Net charge**: +3
**Energy relative to the best compared isomer or geometry (same formula, charge and spin)**: 0.00 kJ/mol
**Calculated total energy**: -120359.5515 eV

Last column: Löwdin charge in e.
Element x y z (Å)
Ce: -1.23559 0.48777 -0.20763  1.57
O: -7.27019 1.39774 -1.45641  0.14
C: -6.53083 1.92588 -2.46259  -0.42
O: -7.04417 2.45072 -3.43500  0.15
C: -5.00710 1.80849 -2.42821  0.01
C: -4.16519 2.34360 -3.40573  0.09
N: -2.86928 2.06021 -3.04366  0.05
N: -2.80776 1.36161 -1.88639  -0.08
C: -4.12413 1.14334 -1.50949  -0.07
C: -4.43181 0.35068 -0.26444  -0.42
O: -5.57810 0.11615 0.10867  0.17
O: -3.31872 -0.06985 0.33093  -0.17
H: -6.69838 0.91522 -0.79013  0.07
H: -4.55957 2.85756 -4.33731  0.20
H: -2.04696 2.32138 -3.58256  0.18
C: 0.93727 -5.59787 4.46046  -0.03
C: 0.70390 -5.90213 3.14278  -0.05
C: 0.03889 -5.01955 2.27651  -0.11
C: -0.38322 -3.76848 2.73610  -0.38
C: -0.07273 -3.45148 4.09614  -0.09
C: 0.60367 -4.32501 4.92611  -0.05
As: -1.33526 -2.61580 1.44966  1.43
C: 0.12858 -2.04637 0.25392  -0.45
C: -0.12764 -1.81462 -1.12328  -0.23
C: 0.92063 -1.54900 -2.00607  -0.05
C: 2.21793 -1.58081 -1.52499  -0.02
C: 2.48952 -1.85505 -0.17809  0.01
C: 1.45122 -1.95571 0.71702  -0.08
C: -1.20685 -0.87223 2.41867  -0.40
C: -2.25597 -0.58509 3.34191  -0.05
C: -2.38060 0.62792 4.01241  0.02
C: -1.54669 1.68291 3.63882  0.00
C: -0.50747 1.45482 2.74948  -0.08
C: -0.24772 0.17070 2.23092  -0.24
H: 1.47296 -6.29933 5.10279  0.13
H: 1.04598 -6.81003 2.70568  0.11
H: -0.14694 -5.34551 1.26518  0.10
H: -0.43129 -2.50349 4.51075  0.10
H: 0.85751 -4.06864 5.92754  0.11
H: -1.13584 -1.94736 -1.47842  0.11
H: 0.68765 -1.39769 -3.06688  0.14
H: 3.05290 -1.38700 -2.19330  0.12
H: 3.51294 -1.89961 0.18575  0.14
H: 1.63022 -2.03676 1.78816  0.13
H: -2.99433 -1.37011 3.53086  0.14
H: -3.17456 0.83633 4.72069  0.14
H: -1.69547 2.66920 4.05799  0.14
H: 0.15087 2.28268 2.50318  0.12
H: 0.73047 -0.01683 1.76777  0.11
C: 4.12319 1.43231 -3.63091  -0.06
C: 4.45037 2.64529 -2.72949  -0.38
C: 5.21624 2.25263 -1.41472  -0.05
C: 3.24005 3.54540 -2.54398  -0.06
N: 2.02683 2.98595 -1.83868  0.02
C: 1.60134 3.04975 -0.55366  0.00
N: 0.60108 2.17967 -0.36639  -0.03
N: 0.39773 1.61496 -1.56608  -0.17
N: 1.20333 2.06637 -2.47106  0.18
H: 5.06915 0.89947 -3.84907  0.10
H: 3.74022 1.73305 -4.63390  0.10
H: 3.37490 0.74292 -3.16919  0.05
H: 5.13287 3.31565 -3.25646  0.15
H: 4.58479 1.63531 -0.76357  0.06
H: 5.62705 3.11577 -0.85339  0.10
H: 6.06980 1.60272 -1.69338  0.10
H: 2.86943 3.87374 -3.52185  0.15
H: 3.43303 4.41193 -1.94056  0.13
H: 1.93583 3.72360 0.22011  0.17

What is the calculated total energy in the third record?
-46255.2835 eV

Look up the multiplicity of the first one.
5

Please write out number 3 again, unchanged.
# C28H27N5O2Pb

C28H27N5O2Pb as an isolated structure (wB97M-V/def2-TZVPD, the Open Molecules 2025 dataset).

Output
**Orbital gap**: 7.691 eV
**Multiplicity**: 1
**Net charge**: +2
**Calculated total energy**: -46255.2835 eV

Last column: Löwdin charge in e.
Element x y z (Å)
Pb: -0.11617 -1.32220 -0.49924  1.44
C: -4.59544 -1.74043 1.21912  -0.02
O: -3.63782 -1.66071 2.30655  0.07
C: -2.44360 -1.64112 1.76164  -0.35
N: -2.35024 -1.75363 0.48984  0.01
C: -3.72932 -1.93870 -0.04646  -0.20
C: -4.04835 -1.03083 -1.22226  -0.21
C: -5.19805 -0.25470 -1.27160  -0.03
C: -5.45785 0.55358 -2.37259  -0.05
C: -4.56581 0.60933 -3.42978  -0.06
C: -3.44025 -0.20306 -3.41561  -0.06
C: -3.20239 -1.03023 -2.33069  -0.09
C: -1.25197 -1.50402 2.61803  -0.16
C: -1.30042 -1.54321 4.00353  0.07
C: -0.10775 -1.45076 4.70586  0.03
C: 1.08598 -1.32692 4.01042  0.07
C: 1.03596 -1.29105 2.62396  -0.16
N: -0.10769 -1.37501 1.94939  0.06
C: 2.25111 -1.23221 1.79165  -0.33
N: 2.21804 -1.33400 0.51567  0.03
C: 3.63033 -1.43286 0.04938  -0.20
C: 4.42270 -1.11938 1.34294  -0.04
O: 3.41982 -1.13162 2.38724  0.07
C: 4.01108 -0.57602 -1.14427  -0.19
C: 5.29089 -0.03665 -1.22871  -0.03
C: 5.67503 0.70522 -2.33723  -0.04
C: 4.78801 0.92068 -3.38012  -0.06
C: 3.52446 0.35288 -3.32983  -0.06
C: 3.14881 -0.40018 -2.22521  -0.08
H: -5.16410 -0.81293 1.21887  0.12
H: -5.26119 -2.57394 1.42101  0.15
H: -3.80920 -2.97086 -0.40089  0.16
H: -5.91450 -0.26975 -0.45996  0.11
H: -6.37071 1.13309 -2.40456  0.12
H: -4.75421 1.26152 -4.27152  0.12
H: -2.77489 -0.22760 -4.26908  0.11
H: -2.39218 -1.74512 -2.38599  0.07
H: -2.25015 -1.64576 4.51001  0.14
H: -0.10717 -1.48372 5.78687  0.14
H: 2.03826 -1.25983 4.51716  0.14
H: 3.79668 -2.47573 -0.24121  0.17
H: 4.88050 -0.13101 1.32816  0.13
H: 5.17083 -1.86498 1.59405  0.15
H: 6.00722 -0.20521 -0.43382  0.12
H: 6.67923 1.10421 -2.38881  0.12
H: 5.08612 1.50396 -4.24065  0.12
H: 2.83759 0.47377 -4.15753  0.12
H: 2.19620 -0.90988 -2.24620  0.05
C: 2.19020 3.86697 0.08085  0.01
C: 1.02223 2.94901 0.13162  -0.26
C: -0.27396 3.12631 0.58078  0.05
C: -0.93127 1.91271 0.37035  -0.31
N: -0.08405 1.02810 -0.17733  -0.10
N: 1.10021 1.68206 -0.29920  0.05
C: -2.35703 1.59039 0.65637  0.01
H: 1.86337 4.89889 -0.02065  0.10
H: 2.83531 3.62393 -0.76409  0.09
H: 2.77463 3.79021 0.99882  0.10
H: -0.69658 4.02735 0.99188  0.13
H: 1.88071 1.24769 -0.77464  0.13
H: -2.95376 2.49862 0.62034  0.10
H: -2.46534 1.16561 1.65826  0.09
H: -2.74808 0.87975 -0.07089  0.06